No. 1
Entry from the OMol25 dataset: a molecular structure, C14H10CrO3S6Sb in a non-equilibrium geometry (ωB97M-V/def2-TZVPD).

```
! RIJCOSX wB97M-V def2-TZVPD def2/J DEFGRID3
* xyz -2 6
S -0.225 -1.673 1.868
H -2.371 1.523 0.592
S 5.144 3.500 -2.301
S -0.313 -2.325 -2.131
C -0.841 1.224 -0.889
H -3.108 3.681 -0.760
C -0.281 -0.907 3.389
H -2.946 -0.998 -0.092
O 3.250 -0.881 2.054
S 4.521 -0.250 -1.137
C -2.304 3.019 -1.058
C 0.129 -0.176 1.012
H -1.770 -4.154 -2.834
C -0.025 0.878 1.940
C -0.137 -0.083 -0.530
H -3.728 -3.171 -1.384
C -1.524 3.216 -2.162
H 0.090 1.908 1.637
C -2.320 -1.568 -0.767
O 1.065 -0.179 -1.221
C 3.140 -2.064 1.630
C -1.733 -3.263 -2.225
O 2.548 -2.330 0.550
S -0.324 2.015 -2.310
Cr 2.312 -0.199 0.276
H 3.577 -2.881 2.221
C -1.023 -1.236 -1.024
C -0.195 0.458 3.265
H -1.571 4.036 -2.863
H -0.215 1.139 4.106
S 2.499 2.260 0.328
C -1.906 1.860 -0.326
H -0.330 -1.488 4.298
Sb 3.652 1.847 -1.690
C -2.738 -2.738 -1.460
*
```

HOMO-LUMO gap (alpha / beta) ... 4.498 / 6.050 eV
⟨S²⟩ ... 8.824
Calculated total energy ... -120796.6708 eV
LUMO level (alpha / beta) ... 4.38 / 4.37 eV
HOMO level (alpha / beta) ... -0.1 / -1.7 eV
ΔE to the lowest compared entry with this formula, charge and spin ... 0.560 eV

No. 2
Entry from the OMol25 dataset: a molecular structure, C14H10F5N2O3PbTe in a non-equilibrium geometry (ωB97M-V/def2-TZVPD).

```
! RIJCOSX wB97M-V def2-TZVPD def2/J DEFGRID3
* xyz -1 1
Te 4.936 0.335 -0.576
C -2.413 -2.600 -4.314
H 0.316 1.739 5.956
H -2.083 1.877 6.539
H -3.106 1.151 2.438
C -0.437 1.623 5.187
H -1.034 -3.158 -5.876
O 3.324 -0.241 -0.154
C -1.784 1.693 5.514
F 5.861 -0.678 0.735
F 6.717 0.879 -0.990
C -1.169 -2.591 -4.962
F 5.324 -0.949 -1.913
H -3.504 -1.908 -2.623
C -1.016 1.234 2.879
F 4.525 1.550 -1.982
C -0.055 1.400 3.873
C -1.495 -1.158 -2.577
H 0.841 -1.846 -4.945
N -1.416 0.380 0.704
C -0.249 -1.087 -3.270
C -2.552 -1.900 -3.143
C -0.556 0.986 1.482
C -2.365 1.294 3.213
O 0.627 1.362 1.162
C -2.745 1.529 4.525
C -1.725 -0.594 -1.283
H -3.243 -3.162 -4.720
C -0.123 -1.867 -4.452
H 0.987 1.351 3.588
H -3.795 1.582 4.788
H -2.682 -0.829 -0.815
O 0.740 -0.353 -2.892
Pb 1.251 0.965 -1.071
F 5.024 1.873 0.530
N -0.925 0.117 -0.556
*
```

HOMO-LUMO gap ... 7.368 eV
Calculated total energy ... -49935.1852 eV
LUMO level ... 2.17 eV
HOMO level ... -5.2 eV

No. 3
Entry from the OMol25 dataset: C14H10FN in the gas phase in a non-equilibrium geometry (ωB97M-V/def2-TZVPD).

```
! RIJCOSX wB97M-V def2-TZVPD def2/J DEFGRID3
* xyz 0 1
H -3.963 3.879 4.030
H -2.497 -2.213 3.992
H -2.623 0.732 6.650
H -3.937 -1.515 -0.011
C -3.703 -2.224 0.773
C -2.955 1.089 5.672
C -2.916 -2.540 3.037
H -3.826 -3.945 -0.481
C -3.766 1.955 3.137
F -2.407 -4.755 3.719
H -3.232 3.134 6.283
H -2.681 -0.846 4.774
C -2.971 -0.176 2.077
H -3.279 0.326 1.157
C -3.048 0.163 4.611
H -3.990 2.273 2.119
C -3.249 2.428 5.458
C -3.334 -1.670 2.022
H -3.057 -5.521 1.288
C -3.085 -4.454 1.472
C -2.794 -3.896 2.709
C -3.580 -3.578 0.504
C -1.528 -0.066 1.967
N -0.375 -0.096 2.152
C -3.397 0.610 3.341
C -3.692 2.847 4.195
*
```

HOMO-LUMO gap ... 10.139 eV
SMILES ... N#C[C@H](c1ccccc1)c1cccc(F)c1
Calculated total energy ... -18886.6603 eV
LUMO level ... 0.60 eV
HOMO level ... -9.5 eV
ΔE to the lowest compared entry with this formula, charge and spin ... 0.000 eV

> Which of these has the highest calculated total energy?

C14H10FN

> Among the records above, which one has the highest calculated total energy?

C14H10FN